[1]
One molecule with the formula C2H8N4, computed with ωB97M-V/def2-TZVPD.

Each line ends with the Mulliken charge.
Cartesian coordinates (Å):
H (1.060, -1.969, 0.817)  0.287
N (-0.063, -1.727, 0.914)  -0.785
C (-0.560, -0.700, 0.350)  0.562
N (-1.900, -0.406, 0.606)  -0.557
N (0.128, 0.230, -0.578)  0.170
C (1.485, 0.186, -0.162)  -0.979
N (-0.474, 1.487, -0.898)  -0.728
H (-2.090, 0.602, 0.677)  0.281
H (-2.316, -0.938, 1.530)  0.318
H (2.049, 0.550, -1.017)  0.307
H (1.618, 0.684, 0.753)  0.414
H (1.732, -0.828, 0.356)  0.117
H (0.231, 1.815, -1.615)  0.291
H (-0.899, 1.014, -1.735)  0.301

The value obtained for the energy relative to the best compared isomer or geometry (same formula, charge and spin) is 3.644 eV. The value obtained for the HOMO energy is -0.3108 hartree. As for the multiplicity: 1. Its HOMO-LUMO gap is 9.28 eV. Its SMILES is [H]/N=C(/N)N(C)N.

***

[2]
A 2-piece molecular cluster, C2H8N4 overall, computed with ωB97M-V/def2-TZVPD.

Each line ends with the Mulliken charge.
Cartesian coordinates (Å):
C (-0.068, -1.388, 0.423)  0.043
C (1.665, -0.791, 2.088)  -0.156
N (0.872, -1.065, 1.180)  0.067
N (-0.547, -0.556, -0.572)  -0.144
N (0.046, 0.694, -0.862)  -0.091
N (-1.027, 1.572, -0.973)  -0.500
H (-0.066, -2.512, 0.145)  0.356
H (1.226, -0.451, 3.014)  0.299
H (2.696, -0.680, 1.863)  0.310
H (-1.116, -0.849, -1.339)  0.260
H (0.912, 0.828, -1.522)  0.315
H (-1.921, 1.371, -2.320)  0.478
H (-0.936, 2.574, -0.813)  0.360
H (-1.736, 1.254, -0.310)  0.401

The value obtained for the energy relative to the best compared isomer or geometry (same formula, charge and spin) is 6.593 eV. Its charge is +2. The value obtained for the HOMO energy is -0.7139 hartree. As for the multiplicity: 1. Its HOMO-LUMO gap is 9.49 eV.

***

[3]
A 2-piece molecular cluster, C2H8N4O overall, computed with ωB97M-V/def2-TZVPD.

Each line ends with the Mulliken charge.
Cartesian coordinates (Å):
C (-0.046, 1.422, 1.605)  -0.862
N (-0.482, -0.573, -1.291)  -0.058
C (0.009, -0.263, -0.078)  0.444
N (-0.095, -1.772, -1.793)  -0.462
N (0.236, -1.273, 0.836)  -0.433
O (-0.693, 1.697, -1.656)  -0.490
N (0.187, 0.995, 0.243)  -0.346
H (-0.137, 2.377, -1.254)  0.327
H (0.904, -1.921, -1.928)  0.225
H (-0.646, -2.027, -2.600)  0.257
H (0.071, -2.215, 0.512)  0.273
H (0.968, -1.157, 1.515)  0.212
H (-0.787, 0.824, 2.146)  0.340
H (0.893, 1.426, 2.175)  0.305
H (-0.383, 2.461, 1.569)  0.267

The value obtained for the energy relative to the best compared isomer or geometry (same formula, charge and spin) is 6.079 eV. The value obtained for the HOMO energy (spin up / spin down) is -0.3152 / -0.3043 hartree. As for the multiplicity: 1. Its HOMO-LUMO gap (spin up / spin down) is 8.95 / 7.72 eV.

***

[4]
One molecule with the formula C2H8N4O2, computed with ωB97M-V/def2-TZVPD.

Each line ends with the Mulliken charge.
Cartesian coordinates (Å):
C (-1.522, -1.520, 0.717)  -0.656
N (-0.565, -0.451, 0.892)  -0.107
O (0.786, -0.920, 0.642)  -0.362
C (0.898, -0.053, -0.476)  0.576
N (1.971, 0.863, -0.317)  -0.660
O (1.004, -0.701, -1.678)  -0.497
N (-0.494, 0.410, -0.312)  0.197
N (-0.662, 1.765, -0.073)  -0.657
H (-1.352, -2.242, 1.512)  0.250
H (-1.422, -2.001, -0.260)  0.308
H (-2.511, -1.080, 0.817)  0.280
H (2.012, 1.237, 0.622)  0.241
H (1.888, 1.615, -0.989)  0.248
H (1.925, -0.956, -1.809)  0.361
H (-1.652, 1.979, -0.127)  0.261
H (-0.302, 2.055, 0.839)  0.218

The value obtained for the energy relative to the best compared isomer or geometry (same formula, charge and spin) is 5.182 eV. The value obtained for the HOMO energy is -0.3284 hartree. As for the multiplicity: 1. Its HOMO-LUMO gap is 9.93 eV. Its SMILES is CN1O[C@@](N)(O)N1N.

***

[5]
A 2-piece molecular cluster, C2H8N4O2 overall, computed with ωB97M-V/def2-TZVPD.

Each line ends with the Mulliken charge.
Cartesian coordinates (Å):
H (-1.764, 1.499, -1.640)  0.236
N (-1.447, 0.882, -0.881)  -0.542
N (-0.787, -0.071, -1.403)  -0.112
C (-0.127, -0.882, -0.448)  0.580
N (0.487, -2.046, -0.988)  -0.588
N (-0.872, -1.178, 0.726)  -0.573
H (0.715, -0.024, -0.171)  -0.040
H (0.826, -1.872, -1.926)  0.270
H (-0.175, -2.813, -1.010)  0.260
H (-0.285, -1.562, 1.455)  0.252
H (-1.318, -0.339, 1.082)  0.327
O (1.872, 2.174, 0.187)  -0.535
C (0.863, 1.694, 0.625)  0.172
O (0.674, 1.379, 1.922)  -0.425
H (-0.192, 1.765, 0.088)  0.397
H (1.530, 1.394, 2.381)  0.321

The value obtained for the energy relative to the best compared isomer or geometry (same formula, charge and spin) is 4.089 eV. The value obtained for the HOMO energy is -0.3442 hartree. As for the multiplicity: 1. Its HOMO-LUMO gap is 9.56 eV. Its SMILES is [H]/N=N/C(N)N.O=CO.

***

[6]
One molecule with the formula C2H8N4O2, computed with ωB97M-V/def2-TZVPD.

Each line ends with the Mulliken charge.
Cartesian coordinates (Å):
C (2.538, 0.004, 0.286)  -0.611
O (1.597, -0.377, -0.690)  -0.212
N (0.575, -1.222, -0.078)  -0.283
C (-0.722, -0.587, -0.070)  0.234
N (-1.808, -1.238, -0.321)  -0.416
O (-3.056, -0.728, 0.125)  -0.349
N (-0.760, 0.671, 0.478)  -0.165
N (-1.205, 1.567, -0.497)  -0.629
H (3.120, 0.823, -0.177)  0.242
H (3.327, -0.856, 0.266)  0.243
H (2.321, 0.138, 1.418)  0.335
H (0.239, -2.063, -0.734)  0.363
H (-2.845, -0.179, 1.009)  0.354
H (0.292, 0.853, 0.932)  0.315
H (-1.208, 1.368, -1.680)  0.291
H (-2.404, 1.825, -0.268)  0.288

The value obtained for the energy relative to the best compared isomer or geometry (same formula, charge and spin) is 9.650 eV. The value obtained for the HOMO energy is -0.3315 hartree. As for the multiplicity: 1. Its HOMO-LUMO gap is 9.79 eV. Its SMILES is CON/C(=N/O)NN.

***

[7]
C2H8N4O2Sn as an isolated structure, computed with ωB97M-V/def2-TZVPD.

Each line ends with the Mulliken charge.
Cartesian coordinates (Å):
Sn (0.691, -0.068, 2.016)  1.632
C (-2.453, 1.938, 1.010)  0.769
O (-1.278, 1.776, 0.804)  -0.680
N (-2.948, 3.119, 1.245)  -0.379
N (-3.351, 1.026, 0.854)  -0.348
H (-2.376, 3.916, 1.484)  0.235
H (-3.949, 3.199, 1.356)  0.183
H (-3.024, 0.128, 0.528)  0.207
H (-4.312, 1.181, 1.121)  0.205
C (2.531, -2.090, -0.885)  0.689
O (1.703, -1.965, 0.000)  -0.611
N (3.698, -1.544, -0.858)  -0.377
N (2.356, -2.715, -2.024)  -0.364
H (3.941, -1.015, -0.032)  0.169
H (4.251, -1.352, -1.681)  0.213
H (1.420, -3.014, -2.257)  0.249
H (3.098, -2.520, -2.681)  0.207

The value obtained for the energy relative to the best compared isomer or geometry (same formula, charge and spin) is 3.022 eV. Its charge is +2. The value obtained for the HOMO energy is -0.6175 hartree. As for the multiplicity: 1. Its HOMO-LUMO gap is 5.61 eV.

***

[8]
C2H8N4O2Sn as an isolated structure, computed with ωB97M-V/def2-TZVPD.

Each line ends with the Mulliken charge.
Cartesian coordinates (Å):
Sn (1.309, 0.577, 0.624)  1.707
C (1.917, -1.449, -2.874)  0.623
O (1.703, -0.713, -1.897)  -0.578
N (1.784, -2.791, -2.770)  -0.389
N (2.290, -1.083, -4.129)  -0.364
H (1.735, -3.122, -1.822)  0.187
H (1.607, -3.382, -3.561)  0.217
H (2.311, -1.782, -4.847)  0.207
H (2.460, -0.100, -4.265)  0.228
C (-1.799, 1.683, 2.840)  0.640
O (-0.931, 1.522, 1.945)  -0.629
N (-1.504, 2.124, 4.080)  -0.376
N (-3.072, 1.318, 2.637)  -0.372
H (-2.304, 2.359, 4.644)  0.213
H (-0.602, 2.551, 4.202)  0.240
H (-3.257, 0.919, 1.733)  0.234
H (-3.646, 1.369, 3.460)  0.212

The value obtained for the energy relative to the best compared isomer or geometry (same formula, charge and spin) is 1.963 eV. Its charge is +2. The value obtained for the HOMO energy is -0.6038 hartree. As for the multiplicity: 1. Its HOMO-LUMO gap is 5.49 eV.